[1]
Density functional theory data (wB97M-V/def2-TZVPD) for a gas-phase ion, C6H10NS (charge +1) in a non-equilibrium geometry.

ORCA input file:
```
! wB97M-V def2-TZVPD RIJCOSX def2/J DEFGRID3
* xyz 1 1
C 1.4881 -1.1268 -0.9726
C 1.1657 -2.1291 -0.0493
C 0.8077 0.0159 -1.1975
C 0.5017 1.1832 -1.6557
C -1.0912 -0.6941 0.9496
C 0.8088 2.5367 -1.0957
N -1.9659 -0.6770 2.2708
S -0.0505 -2.1398 1.0803
H 2.3991 -1.3612 -1.4156
H 1.9215 -2.8880 -0.1870
H -0.0595 1.2550 -2.5533
H -1.7249 -0.8149 0.0980
H 1.3054 2.5450 -0.1155
H -0.1763 3.1387 -1.0071
H 1.3198 3.1655 -1.7793
H -1.4122 -0.9598 3.0911
H -2.8456 -1.3048 2.1226
H -2.3918 0.2556 2.4162
*
```

The largest force on an atom is 2.904 eV/A.



[2]
Density functional theory data (wB97M-V/def2-TZVPD) for C6H10O in the gas phase.

ORCA input file:
```
! wB97M-V def2-TZVPD RIJCOSX def2/J DEFGRID3
* xyz 0 1
C -1.9809 -0.0242 0.1506
C -0.5594 -0.0593 -0.4074
C 0.2884 1.1154 0.0934
C 1.4053 -1.4379 0.7926
C 1.7492 0.7948 -0.1342
O 2.1365 -0.3584 0.6749
C 0.1419 -1.4038 -0.0630
H -1.9704 -0.1911 1.2346
H -2.4670 0.9408 -0.0403
H -2.5940 -0.8138 -0.2995
H -0.6245 0.0469 -1.5009
H 0.0118 2.0411 -0.4270
H 0.1343 1.2821 1.1699
H 1.9551 0.5588 -1.1875
H 2.4266 1.5881 0.1880
H -0.5631 -2.1076 0.3954
H 0.4808 -1.8965 -0.9919
*
```

The largest force on an atom is 0.712 eV/A.



[3]
Density functional theory data (wB97M-V/def2-TZVPD) for C6H10O in the gas phase in a non-equilibrium geometry.

ORCA input file:
```
! wB97M-V def2-TZVPD RIJCOSX def2/J DEFGRID3
* xyz 0 1
C -2.0149 -0.3900 0.3658
C -0.7738 -0.0172 -0.8190
O -0.3713 1.3355 -0.8883
C 0.9077 1.5325 -0.2613
C 1.5606 0.1672 -0.1525
C 0.9579 -0.7906 0.8237
C 0.5104 -0.8166 -0.6131
H -3.0940 -0.3501 0.0445
H -1.8961 0.3517 1.1407
H -1.8651 -1.4156 0.7335
H -1.6243 -0.2840 -1.3861
H 1.5049 2.2087 -0.8875
H 0.7691 2.0147 0.7182
H 2.6133 0.0608 -0.4161
H 0.2515 -0.3919 1.5490
H 1.5589 -1.6172 1.1825
H 0.7957 -1.6602 -1.2371
*
```

The structure (SMILES) is C[C@H]1OC[C@H]2C[C@H]21. The largest force on an atom is 3.354 eV/A.



[4]
Density functional theory data (wB97M-V/def2-TZVPD) for C6H10O in the gas phase.

ORCA input file:
```
! wB97M-V def2-TZVPD RIJCOSX def2/J DEFGRID3
* xyz 0 1
C -1.1735 1.5555 0.0026
C -0.1991 0.8559 -0.9393
O 1.1757 1.1031 -0.5475
C 1.3768 -0.2877 -0.2895
C 0.9123 -0.7613 1.1158
C -0.3652 -1.3644 0.4699
C 0.0014 -0.6790 -0.8542
H -0.6904 1.6900 0.9745
H -1.4439 2.5487 -0.3706
H -2.0977 0.9847 0.1496
H -0.3552 1.1902 -1.9719
H 2.3418 -0.6504 -0.6558
H 0.7215 0.0832 1.7846
H 1.5666 -1.4742 1.6260
H -0.2984 -2.4535 0.3775
H -1.3333 -1.1185 0.9192
H -0.1393 -1.2223 -1.7910
*
```

The structure (SMILES) is C[C@H]1O[C@H]2CC[C@H]21. The largest force on an atom is 0.371 eV/A.



[5]
Density functional theory data (wB97M-V/def2-TZVPD) for 2 unconnected molecules or ions with the total composition C6H10O in a non-equilibrium geometry.

ORCA input file:
```
! wB97M-V def2-TZVPD RIJCOSX def2/J DEFGRID3
* xyz 0 1
C -0.0109 1.0258 0.1669
C -1.3140 1.4049 -0.3151
C -2.2316 0.3743 0.1849
C -0.9689 -0.0633 -0.5203
H 0.8489 1.5083 -0.3066
H 0.1829 0.7830 1.2126
H -1.4434 2.0050 -1.1974
H -3.1694 0.3245 -0.3648
H -2.3169 0.1858 1.2551
H -0.9894 -0.4655 -1.5317
C 2.1665 -0.7833 -0.4623
C 1.7562 -1.1616 0.7508
O 0.5369 -1.6621 1.0498
H 3.1271 -0.2979 -0.5932
H 1.5536 -0.9395 -1.3464
H 2.4068 -1.0016 1.6156
H -0.1345 -1.2368 0.4020
*
```

The structure (SMILES) is C1[C@H]2C[C@@H]12.C=CO. The largest force on an atom is 1.483 eV/A.



[6]
Density functional theory data (wB97M-V/def2-TZVPD) for 2 unconnected molecules or ions with the total composition C6H10O.

ORCA input file:
```
! wB97M-V def2-TZVPD RIJCOSX def2/J DEFGRID3
* xyz 0 1
C -0.5475 0.5580 -2.2455
C -1.6466 0.0728 -1.3964
C 0.0200 -1.0640 0.4129
C 0.8901 -1.4525 1.5835
C 0.9692 -0.2243 2.0994
C 0.0244 0.3766 1.0924
O 0.4450 1.5351 0.4101
H -0.0012 -0.2305 -2.7737
H -1.2014 1.0354 -3.0078
H 0.1254 1.3278 -1.8511
H -1.8330 0.8906 -0.6665
H 0.5257 -1.1276 -0.5565
H -0.9479 -1.5753 0.3204
H 1.2679 -2.4199 1.8978
H 1.4804 0.2173 2.9477
H -0.9623 0.6282 1.4957
H 1.3918 1.4526 0.2376
*
```

The largest force on an atom is 0.454 eV/A.



[7]
Density functional theory data (wB97M-V/def2-TZVPD) for C6H10O in the gas phase in a non-equilibrium geometry.

ORCA input file:
```
! wB97M-V def2-TZVPD RIJCOSX def2/J DEFGRID3
* xyz 0 1
C 2.0621 0.5218 -0.2413
C 0.9125 -0.4753 -0.1660
C 0.0233 -0.7674 1.0935
C -1.2550 -0.4263 0.1893
O -2.4959 -1.0450 0.1364
C -1.0887 1.0146 -0.2570
C -0.3477 -0.1102 -0.9366
H 2.9578 0.1811 0.2888
H 1.7750 1.4984 0.1600
H 2.3353 0.6620 -1.2963
H 1.2712 -1.4496 -0.5329
H -0.3797 -0.0778 1.7983
H 0.1912 -1.7749 1.4904
H -3.1470 -0.5251 0.6298
H -1.8851 1.4432 -0.8680
H -0.5635 1.7491 0.3626
H -0.5565 -0.3853 -1.9540
*
```

The structure (SMILES) is C[C@H]1C[C@@]2(O)C[C@@H]12. The largest force on an atom is 2.769 eV/A.



Energy relative to the best compared isomer or geometry (same formula, charge and spin) / kJ/mol: 377.8, 221.2, 229.8, 140.0, 326.9, 550.3, 217.3